{
  "formula": "C14H33Cl2IrN4OP2",
  "method": "ωB97M-V/def2-TZVPD",
  "homo_energy_ev": [-18.62, -18.70],
  "e_lumo_ev": [-9.31, -14.45],
  "total_charge": 3,
  "spin_multiplicity": 6,
  "homo_lumo_gap_ev": [9.3, 4.2],
  "symbols": ["C", "C", "H", "H", "H", "O", "Cl", "Ir", "P", "C", "C", "H", "H", "H", "H", "H", "H", "C", "H", "H", "H", "P", "C", "C", "H", "H", "H", "C", "H", "H", "H", "H", "H", "H", "Cl", "C", "N", "C", "N", "C", "N", "C", "N", "C", "C", "H", "H", "H", "H", "H", "H", "H", "H", "H", "H", "H", "H"],
  "xyz": [[-3.61589, -1.22688, -1.21816], [-2.61305, -0.55807, -0.32284], [-4.63083, -1.11054, -0.80497], [-3.35448, -2.28060, -1.31208], [-3.55272, -0.78339, -2.21157], [-2.84287, 0.03554, 0.71865], [-1.26873, -2.24647, -3.42047], [-1.13278, -1.02790, -1.45953], [-0.87703, -2.49419, 0.44456], [-0.73488, -1.98488, 2.21795], [-2.34862, -3.58993, 0.59637], [-2.09866, -4.37226, 1.32166], [0.22602, -4.64733, 0.30958], [-2.58184, -4.05182, -0.36425], [0.81404, -3.55188, -0.96945], [-1.25620, -1.03445, 2.38096], [-3.24069, -3.05410, 0.94535], [0.52853, -3.62076, 0.08298], [-1.21712, -2.73717, 2.85502], [1.40532, -3.37050, 0.68533], [0.29830, -1.88553, 2.56377], [-1.40300, 1.35105, -1.85568], [-1.33957, 2.69793, -0.59694], [-0.24261, 1.82871, -3.18512], [-3.28537, 1.01565, -3.36441], [-3.10532, 2.73303, -2.90163], [-3.84238, 1.56585, -1.76956], [-3.07203, 1.69891, -2.53929], [0.10964, 0.92844, -3.69438], [-0.74977, 2.48703, -3.89640], [-2.02534, 3.50471, -0.88429], [-0.34545, 3.14036, -0.49139], [0.62520, 2.35018, -2.77068], [-1.66431, 2.30899, 0.37392], [1.14751, -1.09663, -2.11404], [2.17875, -0.58438, 0.86700], [1.22459, 0.51014, 0.56126], [1.91597, 1.45794, -0.34703], [3.09825, 2.01499, 0.29632], [4.02011, 0.91136, 0.63157], [3.36137, -0.06175, 1.53524], [2.93441, 0.63379, 2.76535], [1.99914, 1.74371, 2.46965], [0.82132, 1.19358, 1.80282], [2.67356, 2.68342, 1.55078], [2.46113, -1.07630, -0.06451], [1.70551, -1.31988, 1.53307], [1.24236, 2.28606, -0.60935], [2.20339, 0.92812, -1.25574], [4.89720, 1.32648, 1.14717], [4.31278, 0.39787, -0.29662], [2.43250, -0.08640, 3.42109], [3.82862, 1.05131, 3.25134], [0.11819, 2.00832, 1.57173], [0.31696, 0.48778, 2.47500], [3.56693, 3.07933, 2.04740], [1.97394, 3.49342, 1.29749]],
  "forces_ev_per_a": [[-1.03, -0.39, -0.40], [-2.85, 1.80, 3.57], [0.25, -0.02, -0.08], [-0.58, -0.08, -0.04], [-0.57, -0.10, -0.03], [1.21, -1.38, -2.56], [0.43, -0.19, -0.43], [2.19, 1.38, 1.64], [-0.10, -1.83, 1.11], [0.04, 0.66, -0.18], [0.06, 0.21, -0.38], [0.00, 0.12, -0.13], [0.02, 0.12, 0.02], [0.05, -0.15, 0.06], [-0.10, -0.16, 0.15], [0.01, -0.21, -0.03], [0.30, -0.02, 0.03], [-0.07, 0.15, -0.10], [0.04, 0.01, -0.39], [-0.16, -0.04, -0.02], [-0.26, -0.10, -0.17], [-0.63, 1.83, -1.10], [0.20, -0.48, 0.53], [0.12, -0.26, 0.12], [-0.04, 0.17, -0.08], [0.13, -0.20, 0.08], [0.17, 0.11, -0.11], [0.05, -0.59, 0.06], [-0.07, 0.25, -0.14], [0.03, -0.07, 0.11], [0.07, -0.34, -0.16], [-0.27, -0.13, -0.10], [-0.15, -0.07, -0.10], [-0.05, 0.13, -0.14], [0.31, -0.61, -1.13], [-0.14, -0.44, 0.11], [-0.28, -0.27, -0.37], [-0.14, 0.25, -0.27], [-1.12, -1.74, 1.85], [2.35, -0.15, -0.69], [-1.56, 2.23, -0.73], [0.54, 0.34, 0.73], [0.10, -0.46, -0.65], [0.13, 0.30, 0.25], [0.33, 0.54, 0.33], [0.14, 0.02, 0.14], [0.22, 0.38, -0.30], [0.34, -0.40, 0.17], [0.11, 0.13, 0.05], [-0.21, -0.19, -0.29], [0.03, 0.20, 0.38], [0.19, 0.16, -0.02], [-0.33, -0.25, -0.02], [0.30, -0.33, 0.08], [0.18, 0.21, -0.22], [-0.26, 0.07, -0.14], [0.31, -0.15, 0.13]]
}